[1]
{"formula": "C21H38FNO8S3", "method": "wB97M-V/def2-TZVPD", "symbols": ["C", "C", "O", "N", "H", "H", "C", "H", "H", "H", "H", "H", "H", "O", "H", "F", "C", "C", "C", "C", "C", "C", "H", "H", "H", "H", "H", "C", "C", "C", "S", "O", "O", "C", "H", "H", "H", "H", "H", "H", "H", "H", "C", "C", "C", "S", "O", "O", "C", "H", "H", "H", "H", "H", "H", "H", "H", "C", "C", "C", "S", "O", "O", "C", "H", "H", "H", "H", "H", "H", "H", "H"], "xyz": [[-18.322, 39.842, 51.071], [-18.887, 39.683, 49.636], [-18.865, 40.642, 48.791], [-19.484, 38.346, 49.252], [-18.854, 37.667, 49.794], [-20.300, 38.336, 49.687], [-19.746, 38.029, 47.761], [-17.213, 39.633, 50.986], [-18.848, 39.187, 51.684], [-18.369, 40.839, 51.562], [-20.565, 38.774, 47.654], [-20.153, 37.042, 47.521], [-18.903, 38.195, 46.954], [-17.787, 36.778, 50.588], [-17.527, 35.963, 50.381], [-21.855, 41.852, 42.147], [-20.740, 41.853, 42.860], [-19.775, 42.776, 42.545], [-18.404, 42.740, 42.968], [-18.083, 41.804, 43.869], [-19.116, 40.743, 44.231], [-20.324, 40.756, 43.639], [-19.952, 43.513, 41.997], [-17.734, 43.515, 42.542], [-17.116, 41.741, 44.453], [-18.896, 39.869, 44.916], [-21.064, 39.900, 43.779], [-12.970, 41.519, 49.826], [-12.831, 41.444, 48.291], [-13.705, 42.358, 47.712], [-15.228, 42.038, 48.624], [-15.945, 41.075, 47.846], [-15.750, 43.258, 48.911], [-14.451, 41.334, 50.082], [-12.614, 42.476, 50.255], [-12.355, 40.611, 50.295], [-12.711, 40.335, 48.060], [-11.776, 41.731, 48.075], [-13.884, 42.392, 46.568], [-13.506, 43.461, 47.775], [-14.840, 40.318, 50.283], [-15.015, 41.761, 50.937], [-23.143, 34.575, 50.379], [-24.317, 35.492, 50.638], [-24.481, 36.382, 49.524], [-22.782, 36.840, 49.108], [-22.295, 37.955, 49.915], [-22.554, 36.772, 47.658], [-21.927, 35.357, 49.821], [-23.422, 33.615, 49.722], [-22.908, 33.989, 51.228], [-24.080, 35.981, 51.672], [-25.168, 34.839, 50.869], [-25.057, 37.190, 49.644], [-25.047, 35.752, 48.776], [-21.283, 35.729, 50.776], [-21.056, 34.760, 49.162], [-15.411, 33.947, 47.363], [-16.274, 34.948, 48.057], [-15.918, 36.182, 47.621], [-15.901, 36.018, 45.830], [-14.789, 36.863, 45.486], [-17.256, 36.359, 45.493], [-15.518, 34.419, 45.786], [-15.713, 33.080, 47.618], [-14.598, 33.993, 47.893], [-16.106, 34.701, 49.134], [-17.319, 34.817, 48.070], [-15.017, 36.513, 47.804], [-16.782, 36.953, 47.976], [-14.568, 34.262, 45.389], [-16.180, 33.934, 45.292]], "orbital_gap_ev": 8.16, "charge": 0}

---

[2]
{"formula": "C23H17CoF14N3O5SeTe", "method": "wB97M-V/def2-TZVPD", "symbols": ["Co", "C", "C", "N", "O", "H", "H", "H", "H", "H", "F", "Te", "F", "F", "F", "F", "O", "O", "C", "O", "H", "C", "C", "C", "C", "C", "C", "C", "C", "C", "C", "H", "H", "H", "H", "H", "H", "H", "Se", "N", "C", "C", "C", "C", "C", "C", "N", "H", "H", "H", "H", "F", "C", "F", "F", "C", "O", "C", "F", "F", "F", "C", "F", "F", "F"], "xyz": [[-0.248, -0.266, -0.382], [-4.506, -1.358, -0.228], [-3.130, -1.216, -0.827], [-3.065, -0.804, -2.100], [-2.124, -1.492, -0.166], [-5.125, -2.018, -0.838], [-4.966, -0.364, -0.203], [-4.415, -1.753, 0.781], [-3.797, -0.209, -2.453], [-2.134, -0.614, -2.459], [-3.246, 4.138, -1.263], [-2.194, 2.544, -1.080], [-2.993, 1.975, -2.751], [-1.148, 3.432, -2.418], [-0.998, 3.641, 0.021], [-4.048, 1.736, -0.524], [-0.917, 1.054, -1.345], [1.544, -2.732, -2.467], [0.458, -2.238, -2.787], [-0.249, -1.352, -2.205], [0.016, -2.590, -3.745], [2.230, 2.536, 3.834], [2.643, 1.644, 2.822], [1.721, 1.074, 1.990], [0.334, 1.323, 2.122], [-0.649, 0.714, 1.280], [-1.969, 0.891, 1.609], [-2.380, 1.727, 2.678], [-1.457, 2.397, 3.417], [-0.078, 2.187, 3.174], [0.901, 2.802, 3.995], [2.967, 3.007, 4.477], [3.695, 1.411, 2.698], [2.045, 0.399, 1.224], [-2.744, 0.356, 1.084], [-3.442, 1.856, 2.854], [-1.758, 3.086, 4.199], [0.565, 3.485, 4.770], [3.178, -0.903, -0.796], [1.926, 0.278, -1.168], [2.276, 0.817, -2.351], [1.515, 1.780, -3.069], [1.980, 2.214, -4.272], [3.214, 1.751, -4.818], [3.985, 0.853, -4.150], [3.532, 0.362, -2.892], [4.196, -0.529, -2.155], [0.574, 2.126, -2.673], [1.384, 2.924, -4.834], [3.540, 2.120, -5.785], [4.922, 0.486, -4.553], [-0.971, -1.641, 2.864], [0.121, -2.395, 2.894], [-0.168, -3.478, 3.659], [1.077, -1.707, 3.542], [0.604, -2.766, 1.439], [0.737, -1.690, 0.642], [2.025, -3.440, 1.588], [2.122, -4.306, 2.621], [2.369, -4.096, 0.477], [2.963, -2.503, 1.811], [-0.387, -3.888, 0.908], [0.000, -5.129, 1.320], [-0.420, -3.907, -0.412], [-1.636, -3.736, 1.371]], "orbital_gap_ev": [6.77, 7.33], "s_squared": 3.898, "multiplicity": 4, "charge": -2}

---

[3]
{"formula": "C3H10Si", "method": "wB97M-V/def2-TZVPD", "symbols": ["C", "C", "C", "Si", "H", "H", "H", "H", "H", "H", "H", "H", "H", "H"], "xyz": [[-0.869, -1.125, 0.846], [-0.970, 0.971, -1.222], [-0.039, 0.124, 0.717], [1.787, 0.100, 0.079], [-1.980, -0.905, 0.544], [-0.400, -1.929, 0.308], [-0.975, -1.532, 1.956], [-0.782, 2.067, -1.131], [-1.989, 0.624, -1.155], [-0.500, 0.524, -2.060], [-0.388, 0.794, 1.417], [2.266, -0.012, -1.366], [2.440, -1.068, 0.492], [2.400, 1.369, 0.574]], "orbital_gap_ev": 9.38, "charge": 0}

---

[4]
{"formula": "CH4N2O3P", "method": "wB97M-V/def2-TZVPD", "symbols": ["C", "N", "N", "O", "O", "O", "P", "H", "H", "H", "H"], "xyz": [[0.514, -0.401, -1.172], [-0.089, -0.602, -2.208], [-0.966, 0.697, 1.135], [3.209, -0.015, -0.742], [1.665, 1.578, 0.347], [1.942, -0.740, 1.258], [1.763, 0.145, 0.115], [-0.243, -0.053, 0.731], [3.412, 0.827, -1.227], [-0.674, 0.591, 2.121], [-0.395, 1.327, 0.532]], "orbital_gap_ev": 10.00, "charge": -1}

---

[5]
{"formula": "C39H38N4O2PtSSb", "method": "wB97M-V/def2-TZVPD", "symbols": ["Pt", "C", "O", "C", "C", "C", "C", "C", "C", "N", "N", "C", "C", "O", "C", "C", "C", "C", "C", "C", "C", "C", "H", "H", "H", "H", "H", "H", "H", "H", "H", "H", "H", "H", "H", "N", "C", "N", "S", "H", "H", "H", "H", "C", "C", "C", "C", "C", "C", "C", "Sb", "C", "C", "C", "C", "C", "C", "C", "C", "C", "C", "C", "C", "C", "C", "H", "H", "H", "H", "H", "H", "H", "H", "H", "H", "H", "H", "H", "H", "H", "H", "H", "H", "H", "H", "H"], "xyz": [[-0.222, 1.374, -1.393], [-1.592, 4.322, 0.055], [-1.806, 2.957, -0.300], [-2.755, 2.239, 0.375], [-3.598, 2.806, 1.318], [-4.546, 2.021, 1.960], [-4.651, 0.672, 1.668], [-3.805, 0.103, 0.731], [-2.859, 0.876, 0.069], [-1.964, 0.300, -0.890], [-2.332, -0.814, -1.333], [-1.632, -1.628, -2.166], [-0.301, -1.459, -2.636], [0.482, -0.457, -2.387], [0.269, -2.498, -3.437], [-0.424, -3.609, -3.772], [-1.770, -3.809, -3.345], [-2.479, -4.969, -3.712], [-3.771, -5.157, -3.300], [-4.386, -4.176, -2.508], [-3.713, -3.037, -2.140], [-2.380, -2.825, -2.544], [-2.487, 4.913, -0.138], [-0.785, 4.669, -0.583], [-1.305, 4.411, 1.104], [-3.529, 3.858, 1.554], [-5.200, 2.475, 2.694], [-5.380, 0.056, 2.179], [-3.852, -0.953, 0.512], [1.300, -2.361, -3.744], [0.046, -4.376, -4.377], [-1.982, -5.709, -4.328], [-4.315, -6.048, -3.583], [-5.410, -4.315, -2.186], [-4.212, -2.289, -1.543], [1.891, 3.398, -4.917], [1.522, 2.472, -4.030], [1.500, 1.202, -4.396], [1.178, 2.997, -2.430], [2.216, 3.157, -5.838], [1.913, 4.362, -4.636], [1.631, 0.950, -5.363], [1.128, 0.496, -3.750], [2.822, 0.024, 3.578], [2.972, 1.397, 2.977], [3.769, 2.351, 3.606], [3.919, 3.629, 3.085], [3.271, 3.984, 1.912], [2.470, 3.051, 1.271], [2.318, 1.770, 1.795], [1.063, 0.447, 0.713], [-0.418, -0.311, 2.037], [-0.960, -1.568, 1.770], [-1.949, -2.104, 2.581], [-2.412, -1.371, 3.662], [-1.923, -0.094, 3.889], [-0.938, 0.468, 3.079], [-0.490, 1.881, 3.356], [2.345, -1.190, 0.267], [2.179, -2.431, 0.877], [3.014, -3.493, 0.560], [4.027, -3.312, -0.366], [4.210, -2.069, -0.954], [3.383, -0.991, -0.653], [3.643, 0.345, -1.297], [3.419, -0.073, 4.483], [3.144, -0.751, 2.879], [1.781, -0.183, 3.841], [4.282, 2.083, 4.522], [4.546, 4.347, 3.597], [3.389, 4.978, 1.498], [1.965, 3.322, 0.349], [-0.636, -2.134, 0.905], [-2.352, -3.085, 2.362], [-3.176, -1.780, 4.312], [-2.324, 0.496, 4.705], [-1.274, 2.423, 3.884], [-0.273, 2.427, 2.434], [0.415, 1.912, 3.968], [1.425, -2.574, 1.637], [2.873, -4.451, 1.045], [4.686, -4.133, -0.622], [5.018, -1.925, -1.663], [4.352, 0.247, -2.118], [4.062, 1.055, -0.579], [2.729, 0.786, -1.699]], "orbital_gap_ev": [6.44, 6.17], "s_squared": 2.008, "multiplicity": 3, "charge": 1}